1.
Entry from the Open Molecules 2025 dataset: a molecular structure, C16H26ClN2O4Sr (ωB97M-V/def2-TZVPD).

Structure (XYZ):
```
50
Properties=species:S:1:pos:R:3:forces:R:3:mulliken_charge:R:1
Sr 0.248833 -0.923571 -0.321328 1.1598 5.8907 5.1633 1.47
C -0.257830 -0.405693 3.997456 0.1979 -0.1046 -0.0522 -1.63
C 0.694051 -1.435275 3.393081 -0.3294 -0.0815 0.1963 0.77
C -0.123059 -2.632031 2.892330 0.1185 0.1582 -0.1423 -1.23
C 1.595888 -0.879574 2.308808 0.3109 0.2952 0.2018 -0.41
C 1.632139 0.484300 1.972272 0.3721 -0.1662 0.3881 0.04
C 2.569509 0.973331 1.059012 -0.1097 -0.1058 0.0900 -0.98
C 3.481224 0.123114 0.436308 -0.1684 0.0225 -0.1111 0.87
C 4.523641 0.655960 -0.498387 0.0484 0.0005 0.0025 -1.63
C 3.440054 -1.234382 0.765403 -0.0520 0.0344 -0.0658 -0.82
C 2.528625 -1.722973 1.685351 -0.1637 0.1525 0.1161 -0.13
H -0.864253 -0.882938 4.762803 -0.0790 -0.0076 0.0324 0.44
H -0.934923 0.002828 3.240415 -0.0017 0.0484 0.0376 0.29
H 0.281938 0.407605 4.473185 -0.0058 0.1810 0.0167 0.40
H 1.341943 -1.800982 4.203538 -0.0383 0.0726 -0.1853 0.30
H -0.789489 -2.332527 2.060105 0.0659 -0.1536 0.2555 0.24
H -0.744938 -3.009090 3.703886 -0.0808 -0.0397 -0.1346 0.45
H 0.515894 -3.443332 2.550620 -0.0707 -0.0715 -0.1050 0.35
H 1.053936 1.205511 2.539675 -0.2078 -0.1374 -0.1899 0.32
H 2.644846 2.044963 0.905270 -0.0866 -0.0597 -0.1282 0.49
H 4.722751 -0.047452 -1.304918 0.0377 0.0143 -0.0333 0.41
H 5.457064 0.811647 0.045725 0.0245 0.0175 -0.0498 0.33
H 4.220158 1.609147 -0.926762 0.0388 0.0163 -0.0229 0.40
H 4.163319 -1.911777 0.328566 -0.0100 0.0012 -0.0582 0.47
H 2.578829 -2.767349 1.964655 -0.0813 -0.0380 -0.0458 0.43
O 0.757790 -1.714944 -2.341324 1.1952 0.5763 -2.2598 -0.71
Cl 0.113784 -2.855308 -1.757909 -0.7485 -3.4887 -2.7616 1.79
O 0.854669 -3.160509 -0.584686 1.2168 -1.4905 1.2716 -0.59
O -0.016798 -3.906731 -2.635656 -0.0277 -1.2309 -0.9973 -0.60
O -1.158456 -2.369195 -1.292688 -2.1787 -0.6759 -0.2861 -0.69
C -2.745409 0.273453 -1.096655 -0.0702 -0.1247 0.1091 -0.63
C -3.766867 1.267528 -1.695969 -0.1997 -0.0050 0.1002 -0.82
N -3.066597 2.345882 -2.362762 -0.1712 0.1624 -0.0858 -0.08
C -2.249474 3.059096 -1.405287 0.0371 0.1978 0.0866 -0.89
C -1.169899 2.111585 -0.823392 -0.0015 0.0235 0.0964 -0.48
N -1.360700 0.742664 -1.355673 -0.2652 0.2659 -0.2918 0.47
C -1.192766 0.816608 -2.824965 0.0584 -0.0589 -0.2439 -0.75
C -2.232664 1.801322 -3.416839 0.0592 0.0666 -0.2307 -0.80
H -2.844002 -0.710985 -1.558277 0.0039 0.0687 0.1266 0.43
H -2.886213 0.161210 -0.014562 0.0379 0.0130 -0.0516 0.34
H -4.401626 1.697808 -0.920168 -0.0173 -0.0403 -0.0094 0.29
H -4.415665 0.782296 -2.425842 0.0027 -0.0758 0.0648 0.32
H -2.901193 3.441810 -0.618961 0.0451 0.0330 0.0082 0.32
H -1.794831 3.912459 -1.910000 0.0408 0.0095 0.0687 0.31
H -1.218414 2.079269 0.270566 0.0397 -0.0122 -0.0309 0.27
H -0.169335 2.442071 -1.122854 -0.0294 -0.0554 0.1414 0.45
H -1.320202 -0.186264 -3.236180 0.0531 0.0225 0.0412 0.39
H -0.170739 1.144042 -3.042291 -0.0547 -0.0696 0.0293 0.44
H -2.882874 1.304411 -4.137672 0.0756 -0.0176 -0.0328 0.32
H -1.741670 2.630963 -3.927023 0.0093 -0.0337 -0.0382 0.28
```
Forces are in eV/Å.

## Properties
- E_tot: -41530.1619 eV
- Spin multiplicity: 1
- Net charge: +1
- Energy above the lowest of the compared OMol25 structures with the same formula, charge and spin: 37.0 kcal per mole
- HOMO energy: -11.314 eV

=====

2.
Entry from the Open Molecules 2025 dataset: a molecular structure, C12H16LaN4O4 (ωB97M-V/def2-TZVPD).

Structure (XYZ):
```
37
Properties=species:S:1:pos:R:3:forces:R:3:mulliken_charge:R:1
La 1.264655 0.119329 -1.163949 0.6735 -0.0329 -0.7229 1.85
O 2.664240 -2.726062 0.665352 -1.7048 4.2585 -3.0522 -0.06
C 2.290119 -1.826474 0.029808 2.6768 -6.0449 4.1399 0.09
C -0.059824 2.030800 -2.089279 -4.2888 5.5735 -2.3026 0.11
O -0.744949 2.898743 -2.432650 3.0237 -3.7808 1.4591 -0.05
C -0.001594 -1.457673 -2.633562 -3.7277 -4.3830 -3.8619 0.12
O -0.636829 -2.188474 -3.258301 2.5193 2.8653 2.4198 -0.05
C 2.452022 1.681660 0.378954 3.0190 4.3033 4.4539 0.14
O 2.941522 2.399400 1.135131 -1.8639 -2.7727 -2.9334 -0.06
C 5.248887 0.152959 -4.356287 -1.3915 1.6294 -0.5422 -0.57
H 5.968439 0.313711 -3.540205 -0.2327 -0.1288 -0.5564 0.30
H 5.039540 -0.876546 -4.680140 0.2854 0.5253 0.0762 0.30
C 4.602671 1.222818 -4.946358 0.6203 -1.7131 1.2627 -0.54
H 3.868297 1.061506 -5.748579 0.5113 0.1532 0.2934 0.29
H 4.796772 2.250868 -4.609359 -0.0026 -0.4984 -0.3335 0.29
C -0.326145 -1.072690 1.755813 1.2603 -1.2438 0.8644 -0.97
N -0.673379 -0.109867 0.653997 -0.7831 0.1522 0.4201 0.62
C -0.984683 1.223532 1.315407 0.1668 1.3145 0.3091 -0.80
N -2.070920 1.141494 2.325983 1.1380 -2.3537 -1.9199 0.18
C -1.655991 0.130350 3.325261 0.3078 0.8161 3.3915 -0.75
N -1.389760 -1.215802 2.779590 -0.6071 2.4617 -3.2966 0.35
C -2.615595 -1.645441 2.074953 -1.4219 -2.6658 0.7993 -0.77
N -3.077923 -0.729528 1.008505 2.7339 1.0586 0.1515 0.18
C -1.963992 -0.598555 0.033779 -0.9396 -0.7046 -0.8207 -0.82
C -3.264144 0.595639 1.639051 -1.7429 0.9410 0.1237 -0.77
H 0.610443 -0.709630 2.271028 -0.9299 -0.4025 -0.4703 0.33
H -0.148568 -2.095910 1.305090 -0.1512 1.0610 0.4646 0.41
H -1.294536 1.953607 0.514140 0.2767 -0.6764 0.8348 0.33
H -0.049178 1.589963 1.824600 -0.9051 -0.2834 -0.4466 0.40
H -2.477758 0.041809 4.088774 0.8926 0.0965 -0.6969 0.37
H -0.721539 0.498885 3.835885 -0.9818 -0.3540 -0.3872 0.36
H -2.424840 -2.657389 1.615795 -0.2777 0.9480 0.5177 0.35
H -3.441413 -1.741692 2.835125 0.8509 0.0253 -0.7871 0.37
H -2.275777 0.129087 -0.770644 0.2856 -0.7034 0.7079 0.31
H -1.780673 -1.616420 -0.424478 -0.2030 1.0492 0.4427 0.42
H -4.087700 0.505668 2.398601 0.7286 0.1524 -0.7757 0.37
H -3.579896 1.326326 0.843168 0.1848 -0.6432 0.7739 0.37
```
Forces are in eV/Å.

## Properties
- E_tot: -27678.1666 eV
- Spin multiplicity: 1
- Net charge: +3
- HOMO energy (alpha / beta): -17.190 / -17.192 eV

=====

3.
Entry from the Open Molecules 2025 dataset: a molecular structure, C2H4I2 (ωB97M-V/def2-TZVPD).

Structure (XYZ):
```
8
Properties=species:S:1:pos:R:3:forces:R:3:mulliken_charge:R:1
C 0.100083 -0.017357 0.401340 1.2581 0.3357 2.0120 -1.02
C -1.266453 0.081228 -0.216089 1.2849 -2.5585 -5.8199 -0.48
I -2.266439 1.983077 -0.119482 0.5263 -0.8926 0.0162 0.13
I -2.613775 -1.685572 0.055324 0.7392 1.1023 0.3115 0.07
H 0.824243 0.791139 0.044539 -1.2125 -0.9903 0.2046 0.32
H -0.084383 0.181854 1.465673 0.5732 0.0417 0.1210 0.34
H 0.674892 -1.011949 0.393773 -1.3618 1.2377 -0.5482 0.32
H -0.888754 -0.274157 -1.529470 -1.8074 1.7241 3.7028 0.32
```
Forces are in eV/Å.

## Properties
- E_tot: -18338.3563 eV
- Spin multiplicity: 1
- Net charge: 0
- Energy above the lowest of the compared OMol25 structures with the same formula, charge and spin: 38.0 kcal per mole
- HOMO energy: -9.395 eV

=====

4.
Entry from the Open Molecules 2025 dataset: a molecular structure, C24H29BCl2N11O2S4W (ωB97M-V/def2-TZVPD).

Structure (XYZ):
```
74
Properties=species:S:1:pos:R:3:forces:R:3:mulliken_charge:R:1
W 0.839339 -0.480877 0.317688 0.8041 1.4700 1.7870 -1.44
N 1.732394 1.805690 -3.388237 0.0327 -0.2445 0.0278 -0.41
C 1.198495 1.054459 -2.413157 -0.5034 0.7403 1.3699 0.31
S 0.977738 1.808415 -0.840588 -0.1843 -0.7332 -0.0051 -0.38
N 0.737480 -0.132741 -2.678960 0.1798 -0.3913 -0.7861 -1.62
N 0.215478 -0.818068 -1.636168 -0.8841 -1.3479 -1.3732 2.34
C -0.421056 -1.950849 -1.930763 0.7179 1.5240 -0.4657 0.35
C -0.618924 -2.412541 -3.312908 -0.0837 -0.0295 -0.2165 -0.48
C -1.880911 -2.821288 -3.748723 0.0423 0.1785 0.1355 -0.62
C -2.064405 -3.252348 -5.050728 -0.0608 -0.0487 -0.1195 -0.84
C -0.996523 -3.274677 -5.934567 -0.0522 0.0054 0.0771 -0.43
C 0.261701 -2.873845 -5.507651 0.0103 -0.0693 -0.0326 -0.98
C 0.453991 -2.447938 -4.206266 0.0099 -0.1750 0.0611 0.13
C -0.834824 -2.698612 -0.785293 -0.1619 -0.3590 1.2117 0.85
C -1.459388 -3.951856 -0.833680 0.2540 0.5261 -0.4646 -0.88
C -1.821898 -4.583781 0.327317 0.0814 0.1953 0.5955 -0.72
C -1.564252 -3.943913 1.544021 -0.2339 -0.4521 -0.4536 -0.94
C -0.902544 -2.746981 1.536630 0.2356 0.6907 0.2788 -0.10
N -0.504539 -2.118081 0.410933 -0.7979 -1.3186 -0.8365 0.93
H 2.245184 2.627674 -3.118825 0.0158 0.0110 -0.0578 0.26
H 1.961246 1.367536 -4.266274 -0.0698 0.0197 -0.0252 0.25
H -2.727025 -2.761343 -3.076608 -0.0505 -0.0295 0.0233 0.60
H -3.042819 -3.570337 -5.383011 -0.0421 0.0357 0.0244 0.41
H -1.149000 -3.606702 -6.952006 0.0240 -0.0001 -0.0270 0.43
H 1.092904 -2.895696 -6.198542 0.0549 -0.0109 0.0280 0.43
H 1.437349 -2.159181 -3.869126 0.0229 0.0461 -0.0501 0.48
H -1.623259 -4.403473 -1.799375 -0.0409 -0.0282 -0.0035 0.70
H -2.295048 -5.554727 0.312993 -0.0305 -0.0210 -0.0605 0.49
H -1.865068 -4.399570 2.474787 0.0467 0.0925 0.0912 0.48
H -0.669635 -2.234994 2.461128 0.0388 -0.0442 -0.0750 0.50
C 1.349959 3.118251 4.997330 0.1239 0.0802 0.0753 -0.85
N -0.000687 2.974623 4.506745 -0.3193 -0.1371 -0.3144 0.21
C -1.082545 2.568024 5.248934 -0.4691 -0.1036 0.1391 -0.35
C -2.153605 2.572287 4.421068 0.0062 -0.2178 0.4447 -0.76
N -1.745248 2.970505 3.170762 0.5727 -0.3234 -0.1170 0.54
B -2.801511 3.189948 2.040840 0.1440 0.1617 0.5757 0.17
N -2.272608 3.163813 0.565172 0.1242 -0.5123 -0.6110 0.16
C -2.306364 4.261379 -0.245616 0.0351 0.0033 0.1679 -0.70
C -2.239438 3.856932 -1.538616 -0.0064 -0.0302 -0.1797 -0.47
N -2.159967 2.493710 -1.524881 0.0597 0.1592 0.4170 0.45
C -2.184718 1.642069 -2.691750 -0.0236 -0.1491 -0.2798 -0.67
C -2.149058 2.081675 -0.232868 0.2043 0.0256 -0.0873 -0.08
S -1.954848 0.413818 0.194977 0.4973 -0.3580 0.1444 -0.21
C -0.419248 3.223822 3.230414 0.4580 0.1763 -0.3522 -0.31
S 0.619316 3.731627 1.989429 0.0183 -0.0186 -0.1911 -0.32
H 1.471494 2.490899 5.878468 -0.0438 0.0142 0.0191 0.33
H 1.558289 4.155327 5.262632 0.0089 -0.0146 -0.0409 0.30
H 2.053704 2.806240 4.231731 0.0084 -0.0057 -0.1059 0.27
H -1.001877 2.316060 6.290040 -0.0096 0.0224 0.0567 0.47
H -3.181272 2.331662 4.621049 -0.0421 -0.0212 0.0223 0.48
H -3.610133 2.310539 2.129758 -0.1467 -0.1138 0.0704 -0.13
H -3.261412 4.277302 2.244574 -0.1890 0.1634 -0.2966 -0.19
H -2.366876 5.255207 0.155979 -0.0894 -0.0044 0.0914 0.54
H -2.246760 4.417189 -2.455038 -0.0146 0.0335 -0.0356 0.50
H -1.513529 2.029745 -3.455788 0.0114 0.0428 0.0396 0.35
H -3.199911 1.591983 -3.087149 0.0344 0.0352 -0.0276 0.35
H -1.872798 0.640286 -2.412400 0.0012 0.0737 -0.0015 -0.01
N 0.229342 0.120069 2.038691 0.4814 0.0663 -0.1868 0.69
N 1.921543 -1.892623 1.634594 0.0672 -0.1431 -0.5274 -0.31
C 2.741390 -2.565402 0.866920 0.1754 -0.4982 -0.0671 0.78
N 3.702189 -3.393134 1.288851 -0.0949 0.0714 0.1386 -0.41
S 2.469265 -2.338588 -0.809087 -0.8124 0.4928 0.2481 -0.39
H 0.889602 0.104932 2.817963 0.3697 -0.1426 -0.2561 0.33
H -0.663786 0.460049 2.386547 -0.1124 0.2545 -0.5812 0.16
H 2.076419 -1.998026 2.631615 -0.1738 0.5181 0.0215 0.08
H 3.898917 -3.530643 2.266212 0.0358 0.0502 0.0046 0.20
H 4.288332 -3.851553 0.613321 0.0374 0.0041 0.0267 0.22
Cl 5.903065 0.268876 2.347773 0.0326 0.0711 -0.0453 -0.16
C 4.881069 1.052448 1.127133 0.0007 -0.3159 -0.1251 0.13
Cl 5.477065 0.704583 -0.498581 0.1208 0.1229 -0.0642 -0.16
C 3.443310 0.554416 1.315953 -0.3579 0.1808 1.2964 0.21
O 2.965118 0.502469 2.435718 0.5078 0.2477 0.0410 -0.50
O 2.802979 0.221498 0.251646 -0.5085 -0.1181 -0.1869 -0.40
H 4.933677 2.126367 1.294872 -0.0985 -0.0756 -0.0184 0.34
```
Forces are in eV/Å.

## Properties
- E_tot: -116730.9322 eV
- Spin multiplicity: 1
- Net charge: +1
- Energy above the lowest of the compared OMol25 structures with the same formula, charge and spin: 31.5 kcal per mole
- HOMO energy (alpha / beta): -8.754 / -8.754 eV